Entry 1:
Computed, not measured: a 8-piece molecular cluster, C43H98ClINO10 overall, with ωB97M-V/def2-TZVPD.

ORCA input file:
```
! RIJCOSX wB97M-V def2-TZVPD def2/J DEFGRID3
* xyz 1 1
C 11.051 3.482 -2.064
C 10.509 4.279 -0.868
C 9.005 4.504 -0.867
C 8.184 3.234 -1.005
C 6.738 3.447 -0.538
C 5.878 2.219 -0.862
N 5.467 1.535 0.405
C 4.705 0.247 0.163
C 4.157 0.136 -1.263
I 2.316 -0.987 -1.045
C 5.020 -0.613 -2.286
C 5.609 -1.956 -1.840
C 7.046 -1.767 -1.308
O 5.616 -2.863 -2.915
O 3.733 1.376 -1.756
C 4.638 2.492 -1.714
C 3.806 3.638 -1.154
C 5.124 2.741 -3.175
C 5.345 4.190 -3.536
O 6.403 4.788 -3.483
Cl 3.878 5.025 -4.128
H 10.307 2.820 -2.494
H 11.435 4.121 -2.851
H 11.873 2.851 -1.739
H 10.833 3.799 0.052
H 10.995 5.250 -0.875
H 8.736 4.966 0.083
H 8.718 5.201 -1.652
H 8.197 2.841 -2.019
H 8.638 2.451 -0.387
H 6.780 3.553 0.544
H 6.386 4.351 -1.010
H 6.513 1.505 -1.377
H 6.325 1.299 0.899
H 4.962 2.170 1.021
H 3.873 0.252 0.854
H 5.334 -0.585 0.444
H 5.825 0.009 -2.678
H 4.361 -0.815 -3.126
H 5.034 -2.399 -1.034
H 7.119 -0.849 -0.722
H 7.334 -2.579 -0.653
H 7.744 -1.646 -2.131
H 6.384 -2.688 -3.457
H 4.351 4.569 -1.095
H 2.898 3.756 -1.730
H 3.484 3.356 -0.151
H 4.365 2.338 -3.833
H 6.074 2.246 -3.347
C -0.638 -5.340 -1.421
C -1.001 -4.158 -0.541
O -1.402 -3.009 -1.271
C -2.547 -3.172 -2.096
C -3.791 -3.570 -1.326
H 0.118 -5.048 -2.154
H -0.246 -6.159 -0.818
H -1.504 -5.714 -1.967
H -0.126 -3.846 0.032
H -1.769 -4.444 0.187
H -2.345 -3.886 -2.902
H -2.702 -2.202 -2.571
H -3.687 -4.560 -0.879
H -4.656 -3.593 -1.988
H -3.984 -2.861 -0.519
C 0.165 7.572 -1.551
C 1.217 6.488 -1.707
O 1.226 5.537 -0.655
C 0.029 4.795 -0.482
C -0.353 3.959 -1.691
H 0.265 8.065 -0.583
H 0.278 8.319 -2.336
H -0.847 7.171 -1.619
H 2.209 6.941 -1.693
H 1.112 5.988 -2.676
H -0.795 5.452 -0.186
H 0.224 4.137 0.366
H -0.611 4.575 -2.554
H -1.216 3.334 -1.463
H 0.482 3.316 -1.975
C -2.431 -5.258 -8.221
C -2.637 -4.319 -7.046
O -2.259 -4.868 -5.796
C -0.901 -5.240 -5.668
C 0.073 -4.085 -5.834
H -2.939 -6.207 -8.044
H -2.832 -4.812 -9.131
H -1.376 -5.472 -8.394
H -3.697 -4.087 -6.947
H -2.121 -3.367 -7.219
H -0.656 -6.056 -6.358
H -0.806 -5.645 -4.660
H 0.059 -3.681 -6.847
H 1.090 -4.421 -5.626
H -0.177 -3.275 -5.147
C -4.395 -6.856 4.221
C -3.404 -6.255 3.239
O -3.934 -6.039 1.945
C -5.037 -5.152 1.871
C -4.728 -3.747 2.354
H -4.821 -7.775 3.818
H -3.896 -7.086 5.163
H -5.218 -6.174 4.439
H -2.571 -6.944 3.096
H -2.981 -5.327 3.642
H -5.900 -5.566 2.404
H -5.312 -5.116 0.817
H -4.501 -3.723 3.421
H -5.581 -3.089 2.187
H -3.863 -3.345 1.823
C -7.154 -1.898 6.228
C -6.155 -1.295 5.255
O -6.678 -1.082 3.957
C -7.781 -0.200 3.873
C -7.486 1.214 4.345
H -7.578 -2.818 5.822
H -6.664 -2.126 7.175
H -7.981 -1.219 6.439
H -5.321 -1.985 5.122
H -5.736 -0.366 5.657
H -8.639 -0.618 4.410
H -8.053 -0.175 2.817
H -7.261 1.249 5.412
H -8.349 1.855 4.168
H -6.628 1.623 3.810
C 5.628 5.284 3.460
C 6.415 6.160 2.499
O 5.861 6.227 1.198
C 4.549 6.764 1.104
C 4.431 8.194 1.599
H 5.493 4.282 3.042
H 6.156 5.197 4.408
H 4.638 5.691 3.668
H 7.416 5.747 2.367
H 6.543 7.164 2.915
H 3.831 6.116 1.619
H 4.299 6.729 0.043
H 4.617 8.272 2.671
H 3.427 8.571 1.411
H 5.148 8.835 1.088
C -10.870 -2.379 2.813
C -10.493 -3.681 3.499
O -10.833 -3.729 4.871
C -12.211 -3.606 5.172
C -13.076 -4.700 4.568
H -10.447 -1.534 3.356
H -10.488 -2.368 1.792
H -11.951 -2.237 2.765
H -9.409 -3.804 3.468
H -10.922 -4.536 2.964
H -12.581 -2.617 4.879
H -12.271 -3.655 6.259
H -13.090 -4.655 3.478
H -14.104 -4.598 4.916
H -12.704 -5.683 4.857
*
```

Computed properties:
E_HOMO, eV: -10.6
LUMO energy, Ha: -0.109
Gap between HOMO and LUMO, eV: 7.6

Entry 2:
Computed, not measured: C2CoLiO4 as an isolated structure, with ωB97M-V/def2-TZVPD.

ORCA input file:
```
! RIJCOSX wB97M-V def2-TZVPD def2/J DEFGRID3
* xyz 0 5
O 0.817 -1.258 0.131
C -0.071 -0.633 -0.529
O -1.208 -1.107 -0.706
Li -2.109 -0.483 0.899
Co 2.429 -0.145 0.235
O -1.035 1.378 0.281
O 1.182 1.327 -0.071
C -0.004 0.920 -0.240
*
```

Computed properties:
E_HOMO (spin up / spin down), eV: -6.7 / -9.9
ΔE to the lowest compared entry with this formula, charge and spin, kJ/mol: 20.4
LUMO energy (spin up / spin down), Ha: -0.033 / -0.034
Gap between HOMO and LUMO (spin up / spin down), eV: 5.8 / 9.0
Expectation value of S²: 6.004

Entry 3:
Computed, not measured: a 2-piece molecular cluster, C5H4O2 overall, with ωB97M-V/def2-TZVPD.

ORCA input file:
```
! RIJCOSX wB97M-V def2-TZVPD def2/J DEFGRID3
* xyz 0 1
O -1.679 -1.191 -2.428
C -0.751 -0.563 -2.244
C 0.948 -1.118 0.427
C 0.112 -0.325 1.102
C -0.224 1.079 0.833
C -0.036 1.733 -0.302
O 0.095 2.361 -1.273
H 1.086 -2.152 0.729
H 1.523 -0.772 -0.428
H -0.403 -0.734 1.969
H -0.673 1.682 1.617
*
```

Computed properties:
E_HOMO, eV: -8.5
ΔE to the lowest compared entry with this formula, charge and spin, kJ/mol: 138.0
LUMO energy, Ha: 0.026
Gap between HOMO and LUMO, eV: 9.2